Record 1
Entry from the Open Molecules 2025 dataset: an isolated ion of composition C5H5Br2F3NO and charge -1 (ωB97M-V/def2-TZVPD).

Output
2S+1: 1
Total charge: -1
HOMO-LUMO gap: 7.12 eV
Molecular weight: 311.9 g/mol

XYZ file:
```
17
C5H5Br2F3NO ωB97M-V/def2-TZVPD
C 0.1044 0.6826 2.9532
C -0.0062 -0.3158 1.8458
Br -1.2778 -1.6929 2.2066
C 0.6588 -0.4310 0.6883
Br 1.9825 1.1355 0.4180
N 0.7109 -1.3707 -0.2135
C 0.6861 -1.0528 -1.5517
O -0.7291 -0.8217 -2.0890
C -1.0756 0.4034 -2.3931
F -2.3337 0.4173 -2.9084
F -1.0644 1.2671 -1.3517
F -0.2747 0.9836 -3.3367
H -0.8887 0.9266 3.3369
H 0.5634 1.6014 2.5950
H 0.6942 0.3055 3.7976
H 1.2448 -0.1483 -1.8277
H 1.0051 -1.8898 -2.1697
```

Record 2
Entry from the Open Molecules 2025 dataset: a 2-piece molecular cluster, C5H5BrN2O2 overall at a distorted geometry (ωB97M-V/def2-TZVPD).

Output
2S+1: 1
HOMO-LUMO gap: 9.04 eV
Molecular weight: 205.0 g/mol

XYZ file:
```
15
C5H5BrN2O2 ωB97M-V/def2-TZVPD
C -0.9848 1.0077 -0.4618
C 0.0796 0.6808 0.3013
C -1.5428 -1.0091 0.3749
C 0.4541 -2.2947 -1.3779
C 1.3389 1.4200 0.7110
N -0.3021 -0.4584 1.0081
N -1.8403 -0.0220 -0.4463
O -0.1027 -3.2811 -1.2133
O 1.1154 -1.3698 -1.4519
Br 0.5455 -1.4032 2.3067
H -1.1540 1.9364 -0.9121
H 2.0912 0.7204 0.7257
H 1.6885 2.0537 -0.1915
H 1.2341 1.9589 1.7306
H -2.6205 0.0604 -1.1035
```

Record 3
Entry from the Open Molecules 2025 dataset: C5H5BrN2S2 as an isolated structure at a distorted geometry (ωB97M-V/def2-TZVPD).

Output
2S+1: 1
HOMO-LUMO gap (alpha / beta): 7.82 / 7.50 eV
Molecular weight: 237.1 g/mol

XYZ file:
```
15
C5H5BrN2S2 ωB97M-V/def2-TZVPD
C 1.6992 1.5931 -1.1330
C 0.5694 1.1910 -0.4391
C 0.0036 -2.2289 -0.1119
C -1.1655 -2.2353 0.4571
C -1.8018 0.2078 0.1199
N 0.6797 1.1612 0.8825
N 1.7742 1.5335 1.3111
S 2.8796 1.9906 0.0570
S -0.9557 0.9219 -1.2482
Br -3.6368 0.3101 -0.0977
H 1.8559 2.0048 -2.0541
H 0.7301 -3.0099 -0.0636
H 0.5143 -1.2737 -0.2400
H -1.6245 -2.6299 1.3384
H -1.5217 0.4638 1.2217
```

Record 4
Entry from the Open Molecules 2025 dataset: an isolated molecule of C5H5Cl2NS at a distorted geometry (ωB97M-V/def2-TZVPD).

Output
2S+1: 1
HOMO-LUMO gap: 8.84 eV
SMILES: ClC(Cl)Sc1ccc[nH]1
Molecular weight: 182.1 g/mol

XYZ file:
```
14
C5H5Cl2NS ωB97M-V/def2-TZVPD
Cl -1.7844 -1.8040 -2.3801
C -2.8705 -0.6524 -1.6829
Cl -4.2850 -0.3467 -2.5448
S -2.0163 1.0698 -1.5381
C -0.6520 0.5291 -0.5084
C -0.4650 -0.1060 0.6633
C 0.8839 -0.0893 0.9317
C 1.4930 0.5637 -0.1065
N 0.5797 1.0037 -0.9397
H -2.9098 -0.8768 -0.5885
H -1.1863 -0.6242 1.4223
H 1.2760 -0.6536 1.7475
H 2.5574 0.7635 -0.3512
H 0.6684 1.6602 -1.6956
```

Number 1: calculated total energy -157042.60217 eV. Number 2: calculated total energy -82381.40587 eV. Number 3: calculated total energy -99952.57221 eV. Number 4: calculated total energy -42635.13770 eV.